Below is a 2-piece molecular cluster, C8H13NS overall, with properties calculated with ωB97M-V/def2-TZVPD.

The frontier orbital gap comes out at 0.3413 Eh. Its net charge is 0. The LUMO energy is 0.187 eV. The multiplicity is 1. As for the SMILES: CC(C)(C)S.N#CC1=CC1.

The geometry in XYZ format:
```
23
Properties=species:S:1:pos:R:3:nbo_charge:R:1
C -2.485 -0.718 2.116 -0.614
C -1.574 -0.847 0.833 -0.114
C -1.394 -2.276 0.480 -0.627
C -0.213 -0.369 1.293 -0.624
S -2.049 0.422 -0.486 -0.076
H -2.318 0.216 2.630 0.214
H -3.488 -0.945 1.921 0.219
H -2.010 -1.383 2.905 0.209
H -2.309 -2.754 0.100 0.217
H -0.894 -2.857 1.331 0.223
H -0.727 -2.318 -0.352 0.208
H -0.307 0.721 1.611 0.217
H 0.050 -0.864 2.233 0.202
H 0.681 -0.533 0.531 0.215
H -1.857 -0.238 -1.652 0.130
N 3.832 3.142 0.369 -0.268
C 3.286 2.843 -0.601 0.239
C 2.637 2.116 -1.586 -0.129
C 1.677 2.038 -2.503 -0.086
C 2.731 0.974 -2.602 -0.384
H 0.848 2.496 -2.956 0.231
H 2.507 -0.046 -2.225 0.203
H 3.375 1.180 -3.388 0.194
```


Below is a 2-piece molecular cluster, C8H13O3S overall, with properties calculated with ωB97M-V/def2-TZVPD.

The frontier orbital gap comes out at 0.2929 Eh. Its net charge is -1. The LUMO energy is 3.256 eV. The multiplicity is 1.

The geometry in XYZ format:
```
25
Properties=species:S:1:pos:R:3:nbo_charge:R:1
C -2.237 -0.388 2.121 -0.414
C -1.898 0.684 1.464 -0.280
C -1.896 0.717 -0.061 0.722
C -0.947 -2.071 -1.629 -0.661
C 2.461 2.186 -0.217 -0.633
C 0.365 -1.554 -1.573 -0.153
C 1.553 1.125 0.308 -0.633
C 0.887 -1.330 -0.346 -0.435
O -2.648 -0.119 -0.622 -0.784
O -1.134 1.496 -0.633 -0.769
O 2.640 -0.884 1.570 -1.003
S 2.430 -0.461 0.133 1.201
H -2.504 -0.390 3.201 0.179
H -2.421 -1.248 1.485 0.212
H -1.588 -1.290 -1.599 0.301
H -1.306 -2.745 -0.882 0.211
H -1.062 -2.585 -2.661 0.172
H 2.103 3.230 -0.051 0.212
H 3.348 2.328 0.359 0.202
H 2.499 2.111 -1.386 0.209
H -1.773 1.719 1.989 0.181
H 0.824 -0.919 -2.364 0.194
H 0.739 1.122 -0.418 0.302
H 1.193 1.216 1.410 0.250
H 0.369 -1.950 0.401 0.217
```


Below is a 2-piece molecular cluster, C8H13OPS overall, with properties calculated with ωB97M-V/def2-TZVPD.

The frontier orbital gap (spin up / spin down) comes out at 0.2294 / 0.3145 Eh. Its net charge is 0. The LUMO energy (spin up / spin down) is -1.078 / 0.540 eV. The multiplicity is 1.

The geometry in XYZ format:
```
24
Properties=species:S:1:pos:R:3:nbo_charge:R:1
C 0.733 -1.070 0.515 -0.507
C 0.674 1.312 -0.320 -0.526
C 1.974 -0.492 0.362 0.003
C 1.907 0.940 -0.092 -0.026
C 3.274 -1.203 0.576 -0.644
C 3.078 1.822 -0.302 -0.627
C -4.567 -0.483 0.517 -0.278
C -3.776 0.597 -1.491 -0.080
O -3.972 0.670 -0.158 -0.483
P -0.506 -0.031 -0.315 0.702
S -1.938 0.362 1.141 -0.264
H 0.655 -2.042 0.808 0.215
H 0.306 2.313 -0.730 0.229
H 3.958 -0.376 0.876 0.209
H 3.566 -1.421 -0.422 0.221
H 3.444 -2.062 1.174 0.233
H 2.795 2.821 -0.401 0.226
H 3.742 1.393 -1.156 0.217
H 3.668 1.673 0.581 0.213
H -4.981 -0.179 1.424 0.200
H -3.718 -1.216 0.774 0.221
H -5.404 -0.889 -0.074 0.187
H -3.100 1.408 -1.767 0.186
H -4.072 -0.386 -1.981 0.173
```


Below is one molecule with the formula C8H13P, with properties calculated with ωB97M-V/def2-TZVPD.

The frontier orbital gap comes out at 0.3352 Eh. Its net charge is 0. The LUMO energy is 0.979 eV. The multiplicity is 1. As for the SMILES: CC1=C[C@H]2P[C@@]2(C)CC1.

The geometry in XYZ format:
```
22
Properties=species:S:1:pos:R:3:nbo_charge:R:1
C 3.002 -0.691 -0.066 -0.645
C 1.501 -0.560 0.093 0.037
C 0.667 -1.005 -0.898 -0.226
C -0.816 -0.818 -0.796 -0.450
P -1.959 -1.354 0.607 0.421
C -1.323 0.261 0.078 -0.267
C -2.209 1.239 -0.614 -0.600
C -0.293 1.026 0.922 -0.379
C 0.929 0.125 1.292 -0.466
H 3.224 -1.738 -0.503 0.231
H 3.327 -0.382 0.958 0.215
H 3.303 0.081 -0.726 0.220
H 1.000 -1.393 -1.840 0.207
H -1.248 -0.776 -1.790 0.232
H -3.165 -1.615 -0.045 -0.031
H -1.649 1.710 -1.364 0.207
H -2.825 1.906 0.019 0.214
H -2.973 0.706 -1.101 0.208
H -0.838 1.550 1.726 0.225
H 0.113 1.764 0.141 0.201
H 1.691 0.632 1.948 0.218
H 0.542 -0.668 1.963 0.231
```


Below is a 2-piece molecular cluster, C8H14 overall, with properties calculated with ωB97M-V/def2-TZVPD.

The frontier orbital gap comes out at 0.3532 Eh. Its net charge is 0. The LUMO energy is 0.863 eV. The multiplicity is 1. As for the SMILES: C/C=C/C.C=CC=C.

The geometry in XYZ format:
```
22
Properties=species:S:1:pos:R:3:nbo_charge:R:1
C 0.794 0.575 1.181 -0.649
C 1.242 -0.858 1.037 -0.197
C 0.506 -1.942 1.259 -0.179
C 1.052 -3.357 1.391 -0.637
H 0.840 0.922 2.234 0.216
H 1.523 1.250 0.720 0.213
H -0.216 0.784 0.810 0.225
H 2.295 -1.059 0.810 0.185
H -0.566 -1.870 1.378 0.184
H 2.148 -3.352 1.240 0.209
H 0.558 -4.010 0.636 0.213
H 0.799 -3.684 2.451 0.216
C -2.122 0.122 -1.863 -0.381
C -1.066 1.005 -1.929 -0.217
C -1.119 2.314 -1.208 -0.219
C -0.058 3.163 -1.126 -0.390
H -2.981 0.392 -1.239 0.193
H -2.108 -0.825 -2.373 0.205
H -0.129 0.829 -2.464 0.206
H -2.024 2.486 -0.626 0.201
H -0.254 4.133 -0.664 0.204
H 0.886 2.984 -1.655 0.199
```


Below is an isolated ion of composition C8H14 and charge +1, with properties calculated with ωB97M-V/def2-TZVPD.

The frontier orbital gap (spin up / spin down) comes out at 0.3687 / 0.2294 Eh. Its net charge is +1. The LUMO energy (spin up / spin down) is -4.395 / -7.748 eV. As for the expectation value of S²: 0.7792. The multiplicity is 2.

The geometry in XYZ format:
```
22
Properties=species:S:1:pos:R:3:lowdin_spin:R:1
C 1.529 1.756 -1.641 -0.002
C 1.121 1.217 -0.229 0.004
C -0.124 0.262 -0.168 0.058
C -1.163 0.761 -0.951 0.261
C -0.815 -1.221 1.536 0.331
C 0.071 -0.971 0.560 0.175
C 0.885 -2.122 -0.007 0.024
C -2.042 -0.433 1.659 0.058
H 1.202 1.155 -2.493 0.000
H 2.687 1.748 -1.562 0.000
H 1.141 2.750 -1.845 0.000
H 1.052 2.013 0.427 0.003
H 2.007 0.629 0.072 0.001
H -1.067 1.606 -1.641 0.013
H -2.130 0.386 -1.004 0.012
H -0.329 -1.812 2.382 0.014
H 1.074 -2.814 0.857 -0.001
H 0.199 -2.653 -0.741 0.013
H 1.879 -1.883 -0.587 0.009
H -2.522 -0.481 2.643 0.001
H -2.897 -0.465 0.943 0.013
H -1.760 0.574 1.788 0.014
```


Strongest force on any atom list, top to bottom, in eV/Å: 3.69 5.75 4.06 2.77 2.78 4.25
Energy above the lowest of the compared OMol25 structures with the same formula, charge and spin list, top to bottom, in eV: 3.081 0.000 5.556 0.000 2.381 2.177